1.
Molecular formula: C38H31N2O7PdSSe
Method: DFT, ωB97M-V/def2-TZVPD

Atoms and positions in Å:
Pd (-0.92244, -0.33411, -1.59661)
O (-1.36389, 1.09119, -0.30750)
C (-2.41630, 0.95215, 0.60335)
C (-3.15683, -0.41165, 0.53953)
C (-2.28570, -1.61055, 0.74653)
C (-2.53329, -2.56643, 1.71926)
C (-1.66425, -3.63549, 1.85248)
C (-0.55121, -3.71477, 1.03563)
C (-0.35219, -2.73746, 0.07187)
C (0.86981, -2.69564, -0.79056)
C (1.64616, -1.37172, -0.55511)
O (0.93014, -0.22086, -0.89724)
C (1.93940, -1.34973, 0.96200)
C (2.81879, -2.26216, 1.54195)
C (3.00039, -2.29346, 2.91507)
C (2.30434, -1.40795, 3.73055)
C (1.43622, -0.49153, 3.15780)
C (1.25691, -0.46205, 1.77877)
C (2.98999, -1.38450, -1.29597)
C (3.28804, -2.24611, -2.34254)
C (4.55517, -2.25477, -2.91549)
C (5.54416, -1.40351, -2.44597)
C (5.24678, -0.51497, -1.41964)
C (3.97834, -0.49961, -0.86432)
N (-1.23243, -1.74211, -0.06394)
C (-1.86817, 1.26444, 2.00499)
C (-2.30230, 0.64409, 3.16921)
C (-1.82744, 1.04353, 4.41509)
C (-0.90803, 2.07338, 4.51271)
C (-0.45473, 2.69190, 3.35187)
C (-0.92914, 2.29073, 2.11533)
C (-3.49292, 2.01343, 0.28606)
C (-3.46961, 2.67513, -0.93431)
C (-4.45499, 3.60350, -1.24649)
C (-5.47125, 3.88341, -0.34571)
C (-5.49758, 3.22649, 0.87735)
C (-4.51425, 2.29985, 1.18861)
H (-3.96792, -0.41687, 1.26690)
H (-3.60787, -0.48036, -0.45012)
H (-3.40119, -2.46494, 2.35668)
H (-1.84393, -4.39374, 2.60427)
H (0.17372, -4.50935, 1.14319)
H (1.51228, -3.53158, -0.51219)
H (0.59252, -2.78949, -1.83827)
H (3.37566, -2.94718, 0.91092)
H (3.68934, -3.00739, 3.35094)
H (2.44404, -1.43205, 4.80467)
H (0.88799, 0.20558, 3.77702)
H (0.58553, 0.24802, 1.31500)
H (2.52828, -2.90443, -2.74060)
H (4.76498, -2.93298, -3.73338)
H (6.53573, -1.42489, -2.88204)
H (6.00243, 0.17112, -1.05551)
H (3.74537, 0.19289, -0.06391)
H (-3.02298, -0.16155, 3.12480)
H (-2.17915, 0.54082, 5.30802)
H (-0.53734, 2.38676, 5.48098)
H (0.27430, 3.49077, 3.41323)
H (-0.57175, 2.75789, 1.20677)
H (-2.67371, 2.45165, -1.63123)
H (-4.42651, 4.10662, -2.20543)
H (-6.23804, 4.60753, -0.59251)
H (-6.28350, 3.43826, 1.59247)
H (-4.53564, 1.80699, 2.15416)
O (1.67989, -0.17484, -4.12396)
N (2.00460, 0.90217, -3.55058)
C (3.31326, 1.27088, -3.50767)
C (3.72695, 2.42349, -2.88826)
C (2.80079, 3.24602, -2.26099)
C (1.47433, 2.86203, -2.29370)
C (1.06196, 1.70698, -2.94775)
S (-0.61398, 1.32053, -3.14501)
H (3.96899, 0.56049, -3.98650)
H (4.78407, 2.65314, -2.88299)
H (3.10638, 4.15085, -1.75408)
H (0.70361, 3.44267, -1.80704)
O (-0.77780, -1.80649, -3.01458)
Se (-2.46304, -1.99566, -3.17187)
O (-2.96734, -3.21507, -2.25038)
O (-2.78839, -0.50587, -2.38872)
O (-2.97254, -1.99148, -4.68538)

The calculation puts the energy above the lowest of the compared OMol25 structures with the same formula, charge and spin at 0.000 eV. The value obtained for the HOMO-LUMO gap is 7.27 eV. As for the LUMO energy: 1.8 eV. As for the spin multiplicity: 1. Its charge is -1. The calculation puts the total energy at -136880.980 eV.

***

2.
Molecular formula: C38H32AsBCoF4N2O2P
Method: DFT, ωB97M-V/def2-TZVPD

Atoms and positions in Å:
Co (1.04435, -1.19458, 0.37308)
O (-0.88451, -2.88852, 1.35882)
N (-0.14065, -2.72221, 0.20381)
C (-0.51989, -3.50369, -0.73148)
C (-0.02173, -3.52302, -2.09745)
C (-0.37656, -4.63330, -2.86200)
C (0.04346, -4.75065, -4.17757)
C (0.81482, -3.74890, -4.74373)
C (1.17546, -2.63813, -3.99090)
C (0.75909, -2.51168, -2.66965)
P (1.28135, -1.00712, -1.82385)
C (0.33666, 0.35843, -2.48345)
C (-0.79901, 0.11202, -3.25260)
C (-1.51029, 1.17620, -3.78740)
C (-1.07992, 2.47623, -3.57134)
C (0.04959, 2.72194, -2.79868)
C (0.74879, 1.66994, -2.23842)
C (3.02389, -0.85644, -2.22909)
C (3.52939, 0.13842, -3.06124)
C (4.88732, 0.15682, -3.35228)
C (5.73055, -0.80731, -2.81868)
C (5.22362, -1.80709, -1.99453)
C (3.87243, -1.83474, -1.70123)
H (-0.27648, -3.20352, 2.06870)
H (-1.26918, -4.23839, -0.45026)
H (-0.98191, -5.41264, -2.41649)
H (-0.23418, -5.62019, -4.75698)
H (1.13987, -3.82604, -5.77232)
H (1.78583, -1.86751, -4.44545)
H (-1.12844, -0.90060, -3.44569)
H (-2.39171, 0.98547, -4.38411)
H (-1.62560, 3.30368, -4.00478)
H (0.38094, 3.73798, -2.63082)
H (1.61369, 1.87052, -1.61714)
H (2.87746, 0.88303, -3.49751)
H (5.28284, 0.92247, -4.00587)
H (6.78635, -0.78822, -3.05330)
H (5.88013, -2.56536, -1.59010)
H (3.48352, -2.62807, -1.06830)
N (3.33500, 0.83707, 0.81313)
C (2.50089, 0.07921, 0.60884)
H (4.10316, 1.45568, 1.00640)
F (2.18026, -2.06449, 4.32847)
B (1.15998, -2.31846, 3.49466)
F (0.05446, -1.51525, 3.62571)
F (0.80310, -3.64620, 3.33282)
F (1.69934, -1.96610, 2.04709)
O (-0.14177, 0.21927, 0.45453)
As (-1.11417, 0.99264, 1.64979)
C (-2.30165, -0.22471, 2.48928)
C (-2.42829, -0.22259, 3.87256)
C (-3.36543, -1.05617, 4.46579)
C (-4.16263, -1.87430, 3.67841)
C (-4.03246, -1.86859, 2.29384)
C (-3.10146, -1.03964, 1.69289)
C (-0.08295, 2.02222, 2.88053)
C (1.22464, 1.71929, 3.24402)
C (1.88274, 2.52398, 4.15921)
C (1.23779, 3.62296, 4.71225)
C (-0.06461, 3.92837, 4.34552)
C (-0.72676, 3.13496, 3.42051)
C (-2.16341, 2.24951, 0.68200)
C (-1.52751, 3.24892, -0.05014)
C (-2.28421, 4.23152, -0.66379)
C (-3.66912, 4.21929, -0.54082)
C (-4.29978, 3.22841, 0.19674)
C (-3.54884, 2.23844, 0.81652)
H (-1.79101, 0.40275, 4.48487)
H (-3.46979, -1.06791, 5.54195)
H (-4.89407, -2.52090, 4.14450)
H (-4.66122, -2.50712, 1.68789)
H (-3.00266, -1.02475, 0.61254)
H (1.72319, 0.84744, 2.85190)
H (2.89317, 2.27914, 4.45841)
H (1.75238, 4.24199, 5.43482)
H (-0.56668, 4.78360, 4.77653)
H (-1.73839, 3.38804, 3.12623)
H (-0.44638, 3.26978, -0.11935)
H (-1.79988, 5.01999, -1.22497)
H (-4.25724, 4.99555, -1.01195)
H (-5.37632, 3.22895, 0.29965)
H (-4.04278, 1.47304, 1.40052)

The value obtained for the HOMO-LUMO gap (alpha / beta) is 6.51 / 6.43 eV. As for the LUMO energy (alpha / beta): -7.5 / -7.6 eV. As for the spin multiplicity: 1. Its charge is +2. The calculation puts the total energy at -166290.879 eV.

***

3.
Molecular formula: C38H32CaF6N8O6S2
Method: DFT, ωB97M-V/def2-TZVPD

Atoms and positions in Å:
Ca (-0.38131, 0.14861, 0.46259)
C (-1.06818, -1.37094, 3.77765)
C (-1.01746, -0.07591, 4.57421)
C (-0.23329, 1.10456, 4.05150)
C (0.53209, 1.83555, 4.95585)
C (1.15032, 3.00254, 4.54765)
C (0.96865, 3.42649, 3.24449)
C (0.20547, 2.63847, 2.40173)
N (-0.36891, 1.48608, 2.77575)
N (-1.80696, -1.32396, 2.51186)
C (-3.22347, -1.00607, 2.72667)
C (-3.55677, 0.46147, 2.61459)
C (-4.31719, 1.09062, 3.59205)
C (-4.65736, 2.42282, 3.42345)
C (-4.22824, 3.07282, 2.28098)
C (-3.47230, 2.36308, 1.35848)
N (-3.13935, 1.08306, 1.51342)
C (-1.67680, -2.63079, 1.86562)
C (-2.32616, -2.66219, 0.50680)
C (-3.04572, -3.76921, 0.07639)
C (-3.60041, -3.75316, -1.19306)
C (-3.42588, -2.63079, -1.98505)
C (-2.69764, -1.56870, -1.47434)
N (-2.16385, -1.58222, -0.25374)
H (-1.53798, -2.12210, 4.43724)
H (-0.05907, -1.71311, 3.56460)
H (-0.60884, -0.33706, 5.55267)
H (-2.03507, 0.27587, 4.76597)
H (0.63753, 1.48172, 5.97308)
H (1.76070, 3.57058, 5.23784)
H (1.43018, 4.32699, 2.86552)
H (0.05355, 2.92543, 1.36810)
H (-3.55974, -1.39073, 3.69959)
H (-3.81462, -1.52043, 1.96719)
H (-4.63109, 0.54014, 4.47040)
H (-5.24419, 2.94159, 4.17076)
H (-4.46718, 4.11178, 2.10010)
H (-3.09934, 2.83746, 0.46093)
H (-2.10205, -3.43844, 2.48385)
H (-0.60814, -2.84011, 1.76034)
H (-3.16786, -4.62234, 0.73085)
H (-4.16424, -4.60317, -1.55526)
H (-3.84119, -2.57097, -2.98121)
H (-2.51018, -0.67657, -2.05917)
F (2.66141, -0.79341, 4.52769)
C (3.20121, -1.57564, 3.59582)
F (4.51573, -1.60472, 3.75447)
F (2.71652, -2.81273, 3.75135)
S (2.73845, -0.99971, 1.91070)
O (1.28533, -1.02207, 1.95066)
O (3.38618, -1.87630, 0.98647)
N (3.34049, 0.45311, 2.00359)
S (3.05907, 1.50662, 0.87463)
O (1.79902, 1.27573, 0.19138)
O (3.36729, 2.81865, 1.33600)
C (4.32098, 1.19579, -0.42855)
F (5.52655, 1.06993, 0.11406)
F (4.05020, 0.09135, -1.12690)
F (4.33016, 2.22992, -1.27235)
N (6.36092, -1.85784, -7.79630)
C (5.66019, -1.93514, -6.88895)
C (4.78287, -2.03503, -5.75515)
C (4.47507, -3.27971, -5.21697)
C (3.62724, -3.37505, -4.12954)
C (3.08477, -2.22728, -3.56164)
C (3.39201, -0.98003, -4.09971)
C (4.23386, -0.88659, -5.19013)
N (2.21479, -2.33372, -2.45173)
C (1.96983, -3.45912, -1.68418)
C (1.08172, -3.07806, -0.73733)
N (0.75266, -1.74987, -0.90031)
C (1.44222, -1.34075, -1.93153)
H (4.89515, -4.17416, -5.65563)
H (3.38301, -4.35037, -3.73646)
H (2.99336, -0.07553, -3.66713)
H (4.47404, 0.08283, -5.60436)
H (2.46172, -4.39801, -1.85141)
H (0.67087, -3.67702, 0.05775)
H (1.37471, -0.34861, -2.34354)
O (-0.57965, 0.75185, -1.88893)
C (-1.04008, 1.88612, -1.58468)
O (-1.14008, 2.27312, -0.39228)
C (-1.49410, 2.80389, -2.68534)
C (-1.88369, 4.10579, -2.39219)
C (-2.29920, 4.95294, -3.40822)
C (-2.33247, 4.49907, -4.71991)
C (-1.94467, 3.19898, -5.01588)
C (-1.52232, 2.35461, -4.00033)
H (-1.84728, 4.44040, -1.36439)
H (-2.59511, 5.96891, -3.17976)
H (-2.65820, 5.15989, -5.51328)
H (-1.96913, 2.84646, -6.03914)
H (-1.20405, 1.34174, -4.20934)

The calculation puts the energy above the lowest of the compared OMol25 structures with the same formula, charge and spin at 0.000 eV. The value obtained for the HOMO-LUMO gap is 9.18 eV. As for the LUMO energy: 0.1 eV. As for the spin multiplicity: 1. The calculation puts the total energy at -120551.401 eV.

***

4.
Molecular formula: C38H32F3GeN2O7S2Ta
Method: DFT, ωB97M-V/def2-TZVPD

Atoms and positions in Å:
Ta (0.42259, -0.96474, -0.59281)
C (-5.42241, -6.20422, 1.89318)
C (-4.45489, -5.36011, 1.12009)
C (-4.18440, -4.04944, 1.51727)
C (-3.27301, -3.26991, 0.83187)
C (-2.64662, -3.81302, -0.28681)
C (-2.90087, -5.11458, -0.71899)
C (-3.79497, -5.87978, 0.00189)
S (-1.56330, -2.84808, -1.21435)
O (-1.64884, -3.14191, -2.60149)
O (-0.12694, -2.95954, -0.65922)
N (-1.64108, -1.31776, -0.77712)
C (-2.57239, -0.33608, -1.15838)
C (-3.85623, -0.51386, -1.58330)
C (-4.64493, 0.62330, -1.87568)
C (-4.14860, 1.88614, -1.72803)
C (-2.81352, 2.08068, -1.29314)
C (-2.20210, 3.34253, -1.14129)
C (-0.89312, 3.41241, -0.74899)
C (-0.17716, 2.23330, -0.50987)
N (-0.71606, 1.02802, -0.62739)
C (-2.03065, 0.95182, -1.01654)
H (-6.22981, -5.60193, 2.30629)
H (-4.91085, -6.68671, 2.72944)
H (-5.85090, -6.98846, 1.27251)
H (-4.69333, -3.63708, 2.37910)
H (-3.05212, -2.26225, 1.15844)
H (-2.42592, -5.50576, -1.60923)
H (-4.00579, -6.89183, -0.31831)
H (-4.27313, -1.50598, -1.70231)
H (-5.65926, 0.47775, -2.21994)
H (-4.75991, 2.75042, -1.95040)
H (-2.76975, 4.24186, -1.34510)
H (-0.38865, 4.36005, -0.62972)
H (0.86331, 2.28465, -0.22684)
O (-0.00336, -0.76832, 1.44464)
C (0.99794, -0.00106, 1.63309)
O (1.58882, 0.35555, 0.54514)
C (1.54139, 0.27100, 2.97411)
C (2.68812, -0.75337, 3.17777)
Ge (2.38450, -2.56718, 2.44039)
C (2.47299, -2.35623, 0.40765)
C (2.44470, -3.63864, -0.21436)
C (3.36672, -4.03778, -1.15534)
C (4.39574, -3.17402, -1.51623)
C (4.50661, -1.92411, -0.91723)
C (3.57927, -1.53748, 0.02729)
C (3.85746, -3.74631, 2.83942)
C (5.16858, -3.39536, 2.51491)
C (6.21559, -4.26073, 2.79097)
C (5.95883, -5.48650, 3.39193)
C (4.65965, -5.84350, 3.72030)
C (3.61022, -4.97635, 3.44669)
C (0.72118, -3.29861, 3.12232)
C (0.05074, -4.36442, 2.52114)
C (-1.06207, -4.93263, 3.12300)
C (-1.52646, -4.43883, 4.33395)
C (-0.86871, -3.38271, 4.94670)
C (0.25124, -2.82296, 4.34637)
H (0.74228, 0.11043, 3.69554)
H (1.90510, 1.29572, 3.04175)
H (2.86206, -0.86208, 4.24848)
H (3.61258, -0.35759, 2.75887)
H (1.68076, -4.34530, 0.07570)
H (3.30431, -5.02404, -1.59469)
H (5.12562, -3.48489, -2.25327)
H (5.32635, -1.26686, -1.17616)
H (3.71637, -0.57325, 0.49783)
H (5.38413, -2.43963, 2.04772)
H (7.23112, -3.98043, 2.54442)
H (6.77582, -6.16141, 3.60956)
H (4.46334, -6.79563, 4.19510)
H (2.59917, -5.26004, 3.71583)
H (0.40241, -4.77840, 1.58601)
H (-1.55774, -5.77274, 2.65215)
H (-2.38886, -4.88756, 4.80990)
H (-1.21649, -3.00635, 5.89964)
H (0.76713, -2.01698, 4.85791)
F (2.41723, 1.24711, -2.30714)
C (2.34885, 0.64848, -3.50402)
F (1.88518, 1.48977, -4.39889)
F (3.53446, 0.19322, -3.84223)
S (1.18103, -0.77160, -3.33555)
O (1.10349, -1.45908, -4.55719)
O (-0.03926, -0.20654, -2.70456)
O (1.73798, -1.50877, -2.13507)

The calculation puts the energy above the lowest of the compared OMol25 structures with the same formula, charge and spin at 0.000 eV. The value obtained for the HOMO-LUMO gap is 6.71 eV. As for the LUMO energy: -6.8 eV. As for the spin multiplicity: 1. Its charge is +2. The calculation puts the total energy at -145117.980 eV.